1.
{
  "formula": "C4H15NO3",
  "method": "ωB97M-V with the def2-TZVPD basis set",
  "symbols": ["C", "C", "C", "N", "C", "H", "H", "H", "H", "H", "H", "H", "H", "H", "O", "H", "H", "O", "H", "H", "O", "H", "H"],
  "coordinates": [[-0.97, 0.66, -1.90], [-1.19, -0.73, -1.24], [-0.58, -0.64, 0.15], [0.17, 0.65, 0.25], [-0.18, 1.50, -0.91], [-1.95, 1.04, -2.17], [-0.43, 0.49, -2.83], [-2.22, -0.99, -1.23], [-0.76, -1.51, -1.87], [-1.34, -0.71, 0.93], [0.16, -1.38, 0.45], [-0.18, 1.08, 1.09], [-0.78, 2.37, -0.62], [0.74, 1.86, -1.31], [2.47, -0.95, 2.49], [3.20, -0.34, 2.37], [2.21, -1.20, 1.60], [-1.13, 1.73, 3.29], [-0.17, 1.62, 3.27], [-1.34, 2.34, 2.57], [1.76, -2.47, -1.53], [1.00, -2.84, -1.07], [1.51, -1.58, -1.77]],
  "lowdin_charge": [-0.16, -0.17, -0.21, -0.05, -0.22, 0.10, 0.10, 0.09, 0.09, 0.11, 0.07, 0.05, 0.10, 0.09, -0.06, 0.03, 0.01, -0.06, 0.04, 0.03, -0.05, 0.02, 0.02],
  "spin_multiplicity": 1,
  "gap_ev": 9.7,
  "smiles": "C1CCNC1.O.O.O",
  "total_energy_ev": -12023.19439,
  "de_lowest_kj_mol": 98.8,
  "homo_ev": -9.16
}

---

2.
{
  "formula": "C4H15NO3",
  "method": "ωB97M-V with the def2-TZVPD basis set",
  "symbols": ["C", "C", "C", "C", "N", "H", "H", "H", "H", "H", "H", "H", "H", "H", "O", "H", "H", "O", "H", "H", "O", "H", "H"],
  "coordinates": [[-1.61, 1.58, -1.53], [-0.86, 0.52, -0.69], [-1.07, 0.44, 0.69], [-0.43, -0.65, 1.63], [0.38, -1.71, 0.95], [-2.37, 2.06, -0.86], [-2.15, 1.00, -2.31], [-0.96, 2.30, -1.97], [-0.55, -0.42, -1.11], [-1.53, 1.33, 1.24], [-1.28, -1.05, 2.17], [0.17, -0.20, 2.29], [1.15, -1.13, 0.50], [0.92, -2.33, 1.53], [1.20, 2.52, 0.20], [0.95, 1.90, -0.54], [0.50, 2.40, 0.88], [-0.71, -2.67, -1.42], [-0.36, -2.61, -0.46], [-0.96, -3.55, -1.51], [3.06, -0.22, 0.29], [2.84, 0.65, 0.47], [3.68, -0.16, -0.43]],
  "lowdin_charge": [-0.09, -0.17, -0.09, -0.22, -0.01, 0.08, 0.08, 0.05, 0.07, 0.12, 0.10, 0.05, 0.07, 0.07, -0.09, 0.03, 0.04, -0.10, 0.02, -0.02, -0.01, -0.02, 0.05],
  "spin_multiplicity": 1,
  "gap_ev": 10.0,
  "smiles": "C/C=C/CN.O.O.O",
  "total_energy_ev": -12022.46286,
  "de_lowest_kj_mol": 169.4,
  "homo_ev": -9.26
}

---

3.
{
  "formula": "C4H15NO3",
  "method": "ωB97M-V with the def2-TZVPD basis set",
  "symbols": ["C", "N", "C", "C", "C", "O", "H", "H", "H", "H", "H", "H", "H", "H", "H", "H", "H", "O", "H", "H", "O", "H", "H"],
  "coordinates": [[0.08, -1.86, 2.32], [-0.54, -0.58, 1.97], [-0.83, -0.47, 0.55], [-1.59, 0.82, 0.25], [-0.85, 2.12, 0.60], [0.58, 1.90, 0.58], [-0.05, -2.03, 3.39], [-0.41, -2.67, 1.80], [1.15, -1.89, 2.10], [0.11, 0.16, 2.21], [0.03, -0.55, -0.14], [-1.52, -1.28, 0.30], [-1.92, 0.82, -0.80], [-2.52, 0.80, 0.81], [-1.10, 2.38, 1.63], [-1.13, 2.91, -0.10], [1.00, 2.74, 0.35], [1.32, 1.24, -2.10], [0.66, 1.16, -2.79], [0.87, 1.20, -1.24], [2.35, -2.68, -3.85], [2.69, -1.87, -3.44], [1.62, -2.37, -4.41]],
  "lowdin_charge": [-0.13, -0.12, -0.27, -0.18, -0.22, -0.11, 0.07, 0.07, 0.08, 0.09, 0.11, 0.12, 0.11, 0.11, 0.11, 0.11, 0.10, -0.06, 0.03, -0.02, -0.07, 0.03, 0.04],
  "spin_multiplicity": 1,
  "gap_ev": 9.4,
  "smiles": "CNCCCO.O.O",
  "total_energy_ev": -12023.26110,
  "de_lowest_kj_mol": 92.4,
  "homo_ev": -8.87
}

---

4.
{
  "formula": "C4H15NO3",
  "method": "ωB97M-V with the def2-TZVPD basis set",
  "symbols": ["C", "C", "N", "C", "C", "H", "H", "H", "H", "H", "H", "H", "H", "H", "O", "H", "H", "O", "H", "H", "O", "H", "H"],
  "coordinates": [[0.80, -1.78, -2.03], [-0.02, -1.18, -1.17], [-0.34, 0.15, -1.19], [-1.26, 0.64, -0.12], [-2.71, 0.90, -0.67], [1.56, -2.56, -1.74], [1.15, -1.44, -3.02], [-0.17, -1.71, -0.04], [-0.72, 0.33, -2.18], [-1.34, -0.21, 0.68], [-0.79, 1.46, 0.57], [-2.88, 0.37, -1.70], [-3.41, 0.67, 0.00], [-2.93, 1.98, -0.79], [2.09, 1.12, -0.41], [2.51, 0.54, -1.03], [1.07, 1.13, -0.52], [-0.45, -0.98, 2.50], [0.09, -1.32, 3.13], [0.02, -0.49, 1.88], [1.42, 0.65, 2.02], [1.63, 1.23, 1.30], [1.27, 1.16, 2.83]],
  "lowdin_charge": [-0.05, -0.28, -0.13, -0.23, -0.07, 0.06, 0.05, 0.17, 0.17, 0.10, 0.13, 0.11, 0.00, 0.07, -0.09, 0.03, 0.04, -0.02, -0.01, -0.07, -0.06, -0.01, 0.07],
  "spin_multiplicity": 1,
  "gap_ev": 9.4,
  "smiles": "C=CNCC.O.O.O",
  "total_energy_ev": -12020.90769,
  "de_lowest_kj_mol": 319.4,
  "homo_ev": -8.51
}

---

5.
{
  "formula": "C4H15NO3",
  "method": "ωB97M-V with the def2-TZVPD basis set",
  "symbols": ["C", "N", "C", "C", "C", "H", "H", "H", "H", "H", "H", "H", "H", "H", "O", "H", "H", "O", "H", "H", "O", "H", "H"],
  "coordinates": [[0.36, -0.64, -2.67], [0.79, -1.21, -1.65], [-0.10, -1.51, -0.53], [0.05, -0.46, 0.54], [-0.94, -0.68, 1.69], [-0.65, -0.23, -2.81], [1.04, -0.45, -3.50], [-1.16, -1.50, -0.84], [0.19, -2.51, -0.21], [1.05, -0.34, 0.94], [-0.15, 0.53, 0.10], [-0.67, 0.00, 2.48], [-1.97, -0.45, 1.40], [-0.89, -1.71, 2.06], [1.40, 2.91, 1.48], [2.09, 2.40, 1.05], [1.24, 2.47, 2.32], [2.91, 0.60, -0.13], [2.51, 0.19, -0.91], [3.81, 0.26, -0.18], [-3.86, 0.83, -0.54], [-3.88, 0.09, 0.09], [-3.19, 1.42, -0.18]],
  "lowdin_charge": [-0.06, -0.05, -0.25, -0.27, -0.10, 0.08, 0.07, 0.11, 0.12, 0.08, 0.11, 0.06, 0.05, 0.08, -0.06, 0.00, 0.03, -0.06, 0.02, 0.05, -0.06, 0.02, 0.03],
  "spin_multiplicity": 1,
  "gap_ev": 10.6,
  "smiles": "C=NCCC.O.O.O",
  "total_energy_ev": -12023.17580,
  "de_lowest_kj_mol": 100.6,
  "homo_ev": -9.89
}

---

6.
{
  "formula": "C4H15NO3",
  "method": "ωB97M-V with the def2-TZVPD basis set",
  "symbols": ["C", "C", "C", "C", "O", "N", "H", "H", "H", "H", "H", "H", "H", "H", "H", "H", "H", "H", "H", "O", "H", "H", "O"],
  "coordinates": [[-1.38, 2.15, 1.10], [-0.16, 1.38, 0.36], [-0.35, -0.02, 0.98], [0.61, -1.17, 0.70], [0.61, -2.10, 1.77], [-0.18, 1.46, -1.02], [-1.04, 2.18, 2.12], [-2.41, 1.84, 0.96], [-1.58, 3.13, 0.62], [0.83, 1.74, 0.65], [-0.33, 0.12, 2.07], [-1.33, -0.48, 0.83], [0.21, -1.82, -0.08], [1.65, -0.87, 0.59], [1.26, -1.92, 2.46], [0.36, 2.16, -1.52], [-1.08, 1.34, -1.47], [-1.20, -2.29, -3.08], [-2.19, -2.57, -2.00], [-1.91, -1.87, -2.57], [3.87, -0.38, -1.19], [2.42, -0.88, -1.31], [3.29, -1.11, -0.96]],
  "lowdin_charge": [0.03, -0.33, -0.12, -0.25, -0.02, 0.28, 0.10, 0.10, 0.10, 0.16, 0.13, 0.14, 0.13, 0.10, 0.11, 0.16, 0.16, 0.05, 0.02, -0.06, 0.04, 0.02, -0.04],
  "spin_multiplicity": 2,
  "gap_ev": [10.9, 5.6],
  "total_energy_ev": -12014.01150,
  "charge": 1,
  "de_lowest_kj_mol": 175.9,
  "homo_ev": [-14.19, -13.97]
}

---

7.
{
  "formula": "C4H15NO5",
  "method": "ωB97M-V with the def2-TZVPD basis set",
  "symbols": ["O", "C", "N", "C", "C", "C", "O", "H", "H", "H", "H", "H", "H", "H", "H", "H", "O", "H", "H", "O", "H", "H", "O", "H", "H"],
  "coordinates": [[2.55, 0.84, 1.13], [2.23, -0.34, 1.03], [1.06, -0.51, 0.26], [0.35, -1.82, 0.18], [-0.32, -1.75, -1.26], [-1.41, -0.60, -1.49], [-0.55, 0.52, -1.38], [2.77, -1.15, 1.39], [0.76, 0.27, -0.20], [1.19, -2.61, 0.37], [-0.40, -1.88, 0.88], [-0.97, -2.65, -1.28], [0.42, -1.66, -2.07], [-1.98, -0.70, -2.47], [-1.89, -0.57, -0.55], [-0.28, 0.75, -2.32], [-0.46, 0.78, 3.27], [-1.38, 0.84, 2.82], [0.18, 0.49, 2.70], [-2.56, 1.74, 1.13], [-1.85, 1.91, 0.62], [-3.37, 1.39, 0.65], [1.88, 2.04, -1.46], [1.62, 2.89, -1.32], [2.40, 1.78, -0.63]],
  "lowdin_charge": [-0.02, -0.26, 0.02, -0.13, -0.15, -0.20, -0.16, 0.11, 0.03, 0.15, 0.07, 0.10, 0.11, 0.14, 0.08, 0.13, -0.06, 0.07, -0.07, -0.03, -0.04, 0.10, -0.04, -0.02, 0.06],
  "spin_multiplicity": 1,
  "gap_ev": 9.9,
  "smiles": "O=CNCCCO.O.O.O",
  "total_energy_ev": -16116.69381,
  "de_lowest_kj_mol": 276.9,
  "homo_ev": -9.47
}

---

8.
{
  "formula": "C4H15NO6",
  "method": "ωB97M-V with the def2-TZVPD basis set",
  "symbols": ["N", "C", "C", "C", "O", "C", "O", "O", "H", "H", "H", "H", "H", "H", "H", "H", "H", "O", "H", "H", "O", "H", "H", "O", "H", "H"],
  "coordinates": [[-1.25, 1.64, -0.09], [-0.63, 0.35, 0.23], [0.12, -0.24, -0.98], [1.40, -0.93, -0.56], [2.25, -0.01, 0.14], [-1.70, -0.65, 0.64], [-2.67, -0.86, -0.06], [-1.54, -1.19, 1.85], [-1.96, 1.54, -0.80], [-1.59, 2.03, 0.77], [0.11, 0.54, 1.00], [-0.50, -0.96, -1.52], [0.37, 0.59, -1.65], [1.93, -1.28, -1.44], [1.25, -1.79, 0.11], [2.01, 0.85, -0.26], [-2.25, -1.82, 2.02], [3.17, -0.29, 2.75], [2.85, -0.28, 1.83], [2.78, 0.52, 3.11], [-2.73, -2.25, -2.72], [-2.74, -1.44, -2.19], [-2.99, -2.93, -2.07], [1.67, 2.74, -0.29], [0.72, 2.92, -0.35], [1.93, 3.19, 0.52]],
  "lowdin_charge": [0.07, -0.30, -0.12, -0.21, -0.11, -0.48, 0.08, 0.14, 0.09, 0.09, 0.14, 0.12, 0.12, 0.12, 0.13, 0.05, 0.14, -0.08, -0.01, 0.02, -0.08, 0.00, 0.04, -0.05, 0.03, 0.06],
  "spin_multiplicity": 1,
  "gap_ev": 10.8,
  "smiles": "N[C@H](CCO)C(=O)O.O.O.O",
  "total_energy_ev": -18167.01130,
  "de_lowest_kj_mol": 58.0,
  "homo_ev": -10.50
}

---

9.
{
  "formula": "C4H16BCl3CrN4O20",
  "method": "ωB97M-V with the def2-TZVPD basis set",
  "symbols": ["Cr", "Cl", "O", "O", "O", "O", "Cl", "O", "O", "O", "O", "Cl", "O", "O", "O", "O", "B", "H", "H", "H", "H", "C", "N", "O", "O", "H", "H", "H", "C", "N", "O", "O", "H", "H", "H", "C", "N", "O", "O", "H", "H", "H", "C", "N", "O", "O", "H", "H", "H"],
  "coordinates": [[0.11, 0.27, 0.22], [-2.89, 2.68, 1.88], [-2.03, 1.93, 0.99], [-2.13, 3.12, 3.03], [-3.43, 3.82, 1.18], [-3.99, 1.84, 2.30], [-1.04, 2.83, -2.93], [-1.67, 2.19, -4.08], [0.17, 3.49, -3.36], [-1.95, 3.77, -2.34], [-0.70, 1.78, -2.00], [0.14, -0.20, 4.00], [-0.15, -0.08, 2.57], [1.16, -1.22, 4.13], [0.59, 1.05, 4.51], [-1.05, -0.63, 4.69], [1.58, 2.08, 0.43], [0.89, 1.67, 1.29], [1.60, 1.31, -0.46], [1.07, 3.08, 0.05], [2.70, 2.21, 0.80], [3.49, -2.18, 2.77], [3.24, -0.80, 2.26], [3.73, 0.09, 2.90], [2.60, -0.68, 1.23], [3.35, -2.88, 1.95], [2.92, -2.29, 3.68], [4.55, -2.22, 3.00], [-3.70, 0.12, -1.72], [-3.08, -0.54, -0.55], [-3.78, -1.06, 0.28], [-1.87, -0.42, -0.47], [-3.99, 1.13, -1.42], [-4.61, -0.39, -2.01], [-2.93, 0.19, -2.48], [1.27, -3.75, -0.40], [0.05, -3.02, 0.02], [0.22, -1.91, 0.48], [-1.02, -3.56, -0.15], [0.93, -4.56, -1.03], [1.78, -4.09, 0.49], [1.91, -3.05, -0.94], [0.50, -0.17, -4.10], [1.31, -0.15, -2.86], [2.43, 0.27, -2.91], [0.74, -0.50, -1.83], [-0.06, 0.77, -4.09], [-0.17, -1.02, -4.07], [1.18, -0.30, -4.93]],
  "lowdin_charge": [0.81, 0.64, -0.39, -0.35, -0.38, -0.38, 0.65, -0.41, -0.35, -0.32, -0.39, 0.68, -0.41, -0.39, -0.31, -0.34, -0.38, -0.04, -0.05, 0.00, -0.01, 0.03, -0.42, 0.09, 0.03, 0.07, 0.07, 0.09, 0.07, -0.38, 0.13, -0.04, 0.12, 0.09, 0.09, 0.06, -0.39, -0.01, 0.10, 0.09, 0.09, 0.10, 0.06, -0.39, 0.13, -0.05, 0.06, 0.10, 0.10],
  "spin_multiplicity": 5,
  "gap_ev": [7.0, 6.9],
  "total_energy_ev": -117950.35682,
  "charge": -2,
  "de_lowest_kj_mol": 0.0,
  "homo_ev": [-3.37, -3.37]
}

---

10.
{
  "formula": "C4H16BN2O5P2",
  "method": "ωB97M-V with the def2-TZVPD basis set",
  "symbols": ["C", "C", "O", "C", "B", "P", "P", "O", "O", "O", "H", "H", "H", "H", "H", "H", "H", "H", "H", "H", "H", "H", "C", "O", "N", "N", "H", "H", "H", "H"],
  "coordinates": [[4.34, -0.21, 0.61], [3.56, 1.20, 0.96], [4.63, 2.15, 1.40], [2.84, 1.90, -0.37], [1.34, 1.27, -0.70], [-0.10, 2.38, -0.08], [-1.83, 1.04, 0.28], [-2.15, 0.35, -1.14], [-1.32, -0.17, 1.41], [-3.23, 1.93, 0.83], [5.03, -0.44, 1.56], [5.04, 0.02, -0.32], [3.64, -1.13, 0.44], [2.81, 1.02, 1.84], [4.29, 3.09, 1.33], [2.69, 3.07, -0.22], [3.50, 1.71, -1.33], [1.18, 0.18, -0.27], [1.22, 1.22, -1.90], [0.18, 2.97, 1.20], [-1.36, -1.06, 0.91], [-3.59, 1.45, 1.65], [-4.40, -2.68, -0.75], [-5.13, -1.93, -0.12], [-4.61, -4.00, -0.82], [-3.32, -2.24, -1.42], [-4.02, -4.63, -1.34], [-5.41, -4.37, -0.33], [-3.13, -1.25, -1.39], [-2.71, -2.84, -1.94]],
  "lowdin_charge": [-0.09, -0.38, -0.17, -0.24, -0.84, 0.71, 0.50, -0.47, -0.30, -0.29, 0.08, 0.09, 0.08, 0.14, 0.08, 0.08, 0.09, -0.01, 0.00, -0.12, 0.08, 0.08, -0.73, 0.01, 0.13, 0.16, 0.09, 0.10, 0.04, 0.10],
  "spin_multiplicity": 1,
  "gap_ev": 7.2,
  "total_energy_ev": -36881.53485,
  "charge": -1,
  "homo_ev": -4.37
}

---

Please write out number 8 again, unchanged.
{
  "formula": "C4H15NO6",
  "method": "ωB97M-V with the def2-TZVPD basis set",
  "symbols": ["N", "C", "C", "C", "O", "C", "O", "O", "H", "H", "H", "H", "H", "H", "H", "H", "H", "O", "H", "H", "O", "H", "H", "O", "H", "H"],
  "coordinates": [[-1.25, 1.64, -0.09], [-0.63, 0.35, 0.23], [0.12, -0.24, -0.98], [1.40, -0.93, -0.56], [2.25, -0.01, 0.14], [-1.70, -0.65, 0.64], [-2.67, -0.86, -0.06], [-1.54, -1.19, 1.85], [-1.96, 1.54, -0.80], [-1.59, 2.03, 0.77], [0.11, 0.54, 1.00], [-0.50, -0.96, -1.52], [0.37, 0.59, -1.65], [1.93, -1.28, -1.44], [1.25, -1.79, 0.11], [2.01, 0.85, -0.26], [-2.25, -1.82, 2.02], [3.17, -0.29, 2.75], [2.85, -0.28, 1.83], [2.78, 0.52, 3.11], [-2.73, -2.25, -2.72], [-2.74, -1.44, -2.19], [-2.99, -2.93, -2.07], [1.67, 2.74, -0.29], [0.72, 2.92, -0.35], [1.93, 3.19, 0.52]],
  "lowdin_charge": [0.07, -0.30, -0.12, -0.21, -0.11, -0.48, 0.08, 0.14, 0.09, 0.09, 0.14, 0.12, 0.12, 0.12, 0.13, 0.05, 0.14, -0.08, -0.01, 0.02, -0.08, 0.00, 0.04, -0.05, 0.03, 0.06],
  "spin_multiplicity": 1,
  "gap_ev": 10.8,
  "smiles": "N[C@H](CCO)C(=O)O.O.O.O",
  "total_energy_ev": -18167.01130,
  "de_lowest_kj_mol": 58.0,
  "homo_ev": -10.50
}